(1)
ORCA calculation (ωB97M-V with the def2-TZVPD basis set) on a single C4H7NS molecule at a distorted geometry.

Structure (XYZ):
```
13
Properties=species:S:1:pos:R:3:forces:R:3:lowdin_charge:R:1
C 0.5244 -1.6018 -0.5365 3.126 -2.202 -0.961 -0.201
H 0.6563 -1.3958 0.5565 -0.581 -0.468 -0.937 0.060
C -0.4237 -0.6734 -1.2190 -0.688 0.107 -0.396 -0.578
S -0.1202 1.0597 -0.8134 0.833 0.552 -1.056 0.858
H 0.3446 -2.7310 -0.7757 -0.203 1.983 0.830 0.104
N 0.9560 3.3351 1.6454 -2.406 -4.848 -1.032 0.142
H -1.3365 -0.7843 -0.7247 -1.901 -0.654 0.625 0.025
H -0.7252 -0.8386 -2.3125 1.179 0.460 1.435 0.115
C -0.4005 1.1728 0.9849 0.273 -1.387 0.362 -0.477
H 0.0055 0.3069 1.6001 -0.818 0.726 -0.970 0.103
H 1.6011 -1.4976 -0.9337 -1.485 0.181 0.404 0.090
H -1.4753 1.3411 1.1367 0.425 -0.095 0.426 0.087
C 0.3936 2.3070 1.3921 2.245 5.646 1.270 -0.330
```
Forces are in eV/Å.

Calculated values
SMILES   CCSCC#N
Energy above the lowest of the compared OMol25 structures with the same formula, charge and spin   148.1 kJ/mol
HOMO   -9.21 eV
Net charge   0
Spin multiplicity   1

(2)
ORCA calculation (ωB97M-V with the def2-TZVPD basis set) on 4 unconnected molecules or ions with the total composition C25H50N5O7P2 at a distorted geometry.

Structure (XYZ):
```
89
Properties=species:S:1:pos:R:3:forces:R:3:lowdin_charge:R:1
H -4.7999 2.0571 -0.7673 0.010 -0.022 0.031 0.071
N -1.0715 3.6171 -2.6436 -0.142 0.170 -0.143 0.055
H -0.7911 4.4511 -2.1339 0.070 -0.060 0.073 0.072
H 1.6050 1.0011 0.9533 -0.249 0.068 0.114 0.025
C -1.8802 4.8009 3.1437 -0.035 0.120 0.008 -0.075
H -4.6759 2.0564 -2.5297 0.007 -0.012 0.001 0.073
C 3.2397 -6.6357 2.3154 -0.443 -0.207 -0.144 -0.029
C 1.1549 2.6404 -2.7760 -0.045 -0.067 -0.062 -0.054
C 3.0505 -7.9973 2.5273 -0.246 -0.069 -0.014 -0.097
C 1.8522 -8.6088 2.1750 -0.253 0.610 -0.269 -0.107
O -0.2024 2.4010 1.8283 0.024 0.042 0.029 -0.194
H -0.3693 2.5015 -4.2508 -0.046 0.043 -0.058 0.127
H 1.2904 4.1930 -5.0776 0.047 -0.055 0.082 0.120
C 2.5131 -4.3660 1.5854 0.414 -0.160 -0.153 -0.363
O 2.2673 0.9608 0.2559 0.470 0.052 -0.692 -0.243
O -2.8580 -0.7604 -3.2629 -0.049 0.023 -0.061 -0.181
C -4.1110 -0.7974 -3.9078 0.084 -0.146 0.056 -0.117
N -2.9701 -0.0105 -0.4472 -0.043 0.008 -0.262 0.047
H 1.2406 3.7682 2.0091 0.013 -0.035 -0.005 0.124
C -0.3925 4.4639 3.2037 -0.163 -0.138 0.010 -0.433
H 2.1951 6.8014 -3.0320 -0.025 0.010 -0.043 0.084
H 3.8228 -8.5972 2.9855 0.183 0.032 0.036 0.092
C -2.1329 -2.4935 1.7617 0.333 -0.150 -0.101 -0.160
H -0.4676 2.7543 4.2790 -0.056 0.010 0.035 0.071
H -5.2163 0.6102 -1.6631 0.021 -0.043 -0.033 0.063
H -0.1256 4.3085 1.0374 -0.118 0.021 0.026 0.117
C 0.4283 4.4549 -4.4491 -0.144 -0.046 -0.149 -0.212
O 2.7931 -3.8959 0.2869 -0.118 -0.012 0.253 -0.310
H 2.7206 5.2496 -3.7146 0.003 -0.054 0.021 0.091
C 1.9446 5.7444 -3.1237 -0.088 0.129 0.052 -0.106
P 3.0818 -2.1702 0.4634 0.795 0.642 -1.453 0.443
P 3.5251 0.0544 0.7976 -0.441 -0.193 1.720 0.443
H -1.8889 3.9120 -3.1719 -0.014 -0.078 -0.004 0.077
H 4.3264 -2.3881 1.1515 -0.259 -0.198 0.418 0.007
H -4.2801 0.1020 -4.5100 -0.029 0.035 0.024 0.087
H 3.8546 -2.1046 -0.7693 -0.163 -0.137 0.054 -0.040
C -0.1739 -3.6568 0.2853 -0.195 0.265 0.209 -0.040
H 4.1746 -6.1820 2.6042 0.124 0.133 0.014 0.109
H 1.6804 -9.6599 2.3444 0.095 -0.163 0.059 0.089
H 5.4618 0.7386 0.6083 0.034 0.237 0.087 0.036
C 2.2366 -5.8431 1.7414 0.077 -0.319 -0.195 -0.130
C -4.5243 1.4519 -1.6316 -0.017 0.070 0.016 -0.064
C -1.5118 2.1437 1.3507 0.135 -0.193 0.052 -0.086
C 0.8468 -7.8347 1.5926 0.544 0.117 0.263 -0.084
H -0.6809 -2.3362 3.3132 0.004 0.002 0.128 0.113
H -1.9889 -0.2204 -0.2853 -0.051 -0.111 -0.007 0.058
O 2.1553 -2.1316 1.9728 0.023 -0.340 -0.060 -0.317
C -0.8781 -2.6847 2.3087 0.128 0.197 0.435 -0.016
H 1.9035 -1.8422 -0.2871 -0.168 0.029 0.277 -0.005
C 0.0114 3.2693 -3.5692 0.230 -0.004 0.222 -0.429
H -1.7002 -3.7300 -1.1858 -0.148 -0.016 -0.133 0.101
O 0.6803 5.6622 -3.7557 0.054 -0.010 0.025 -0.193
C 1.5249 -3.3791 2.1809 0.285 0.260 0.092 -0.319
H 2.0542 2.5379 -3.3859 0.008 -0.001 0.010 0.084
H -2.1587 5.1997 2.1660 0.002 -0.020 -0.008 0.075
H -2.5024 3.9310 3.3490 0.032 -0.058 -0.041 0.064
H -4.9294 -0.9181 -3.1934 -0.062 0.096 -0.033 0.075
C -1.4628 -3.4373 -0.1717 0.168 -0.119 -0.342 -0.146
H -2.2387 2.1166 2.1655 -0.064 0.068 -0.033 0.084
N -2.4435 -2.8692 0.5229 -0.185 0.012 0.094 0.038
H -3.3477 -0.8901 -0.7907 -0.067 -0.038 0.145 0.059
H -2.5759 1.2579 -3.6186 -0.110 0.018 0.027 0.108
N 3.8477 0.4087 2.3075 0.122 -0.027 -0.459 -0.242
N -0.1250 3.7003 4.4259 0.116 0.003 -0.076 0.039
H 3.4322 -4.2011 2.1614 -0.023 0.034 0.331 0.123
C -3.0725 0.9958 -1.5046 -0.116 -0.126 0.013 -0.434
C 0.1490 3.7618 1.9509 0.236 0.034 -0.041 -0.208
H 0.2356 -5.9091 0.9444 -0.034 0.121 -0.047 0.090
H -1.8186 2.8823 0.6034 0.026 0.049 0.046 0.085
H 3.2150 1.1028 2.6830 0.071 0.069 0.174 -0.073
O 4.8168 0.5265 -0.0783 -0.302 -0.186 -0.538 -0.244
H -2.4866 1.8637 -1.1944 0.051 -0.046 -0.169 0.089
H 1.4064 3.2202 -1.8889 0.005 0.014 0.009 0.065
C 1.0420 -6.4701 1.3832 0.021 -0.353 0.063 -0.015
C -2.4404 0.5175 -2.8163 0.183 0.106 0.016 -0.205
H 0.8785 3.5866 4.5365 -0.009 0.049 0.043 0.071
H -2.1227 5.5513 3.8969 0.022 -0.026 0.027 0.071
H 0.5734 -4.0886 -0.3552 0.107 -0.055 -0.158 0.107
H -0.4021 4.6834 -5.1232 -0.009 0.051 0.019 0.118
H 1.4671 -3.6248 3.2466 -0.226 0.371 0.194 0.154
H -0.0919 -8.2918 1.3208 -0.137 -0.029 -0.070 0.093
H -1.5045 1.1598 0.8887 0.070 0.199 0.167 0.059
H -2.8960 -2.0135 2.3545 -0.270 0.076 -0.029 0.097
C 0.1467 -3.2695 1.5818 -0.292 -0.449 -0.204 -0.151
H -4.1144 -1.6653 -4.5682 0.035 0.008 -0.007 0.084
H -1.3651 0.4264 -2.6472 0.001 -0.056 -0.008 0.119
H 0.1499 5.4118 3.2795 0.068 -0.014 -0.024 0.132
H 1.9222 5.3157 -2.1200 0.088 -0.089 -0.027 0.076
H 0.8719 1.6471 -2.4294 0.013 0.026 0.057 0.069
```
Forces are in eV/Å.

Calculated values
HOMO   -4.51 eV
Net charge   -1
Spin multiplicity   1

(3)
ORCA calculation (ωB97M-V with the def2-TZVPD basis set) on a molecular structure, C36H60OP2Re at a distorted geometry.

Structure (XYZ):
```
100
Properties=species:S:1:pos:R:3:forces:R:3:lowdin_spin:R:1
C 1.2554 -1.7109 2.0424 0.541 -0.781 1.437 0.034
H -2.8026 3.2520 0.3435 -0.202 -0.030 0.048 0.000
C 3.4619 -0.2194 -1.8157 0.216 0.185 -0.124 0.024
C 0.8793 -1.7878 -6.0995 -0.596 -0.415 -0.538 0.000
C 1.6741 -0.6635 3.0215 -0.091 0.771 0.028 0.008
C -1.2939 -1.4783 2.4790 -0.416 0.248 -0.093 0.004
C 3.5994 -2.6409 1.3952 0.351 -0.046 0.091 0.020
H -1.0936 -0.4128 2.6454 -0.107 -0.187 -0.087 0.000
C -4.0571 0.9080 2.5795 0.047 -0.034 0.109 0.006
C 1.7725 -4.8474 0.0219 0.185 -0.185 -0.266 0.013
H 2.6399 -4.5719 -0.5917 -0.167 -0.138 0.097 0.001
H 3.9712 0.6676 -2.2184 -0.031 -0.273 0.064 0.004
H -4.4142 0.1844 1.8344 -0.034 0.171 0.132 0.001
H -2.1819 1.1961 1.5697 -0.052 0.109 0.050 -0.001
H -0.3277 -2.3576 -3.3352 -0.059 -0.093 0.301 0.004
H -3.0446 -1.6036 -0.4762 0.047 0.197 -0.203 0.000
H -1.5435 -1.9200 3.4612 0.320 -0.017 -0.417 0.000
C -1.3852 -0.1547 -4.9070 -1.139 -0.713 -0.249 0.001
H -4.9137 1.4988 2.9297 0.137 -0.251 -0.071 0.000
C -0.6141 0.7822 -5.7873 0.186 0.717 -0.273 0.000
H -2.1450 0.3289 -4.2690 0.387 -0.356 -0.298 0.000
C -2.6936 -0.7750 -1.1058 -0.731 -0.241 -0.113 0.002
H -2.1615 -3.5351 0.5431 0.221 -0.163 0.040 0.002
C 1.3252 2.6437 5.8476 -0.205 -0.118 0.149 0.010
C -1.2935 -4.1721 0.7588 -0.188 -0.244 0.031 0.009
C 1.0870 3.5963 4.6766 -0.124 0.447 -0.258 0.014
H 1.8420 3.8739 2.6488 0.095 -0.159 0.130 0.000
H 1.2725 4.6222 5.0324 -0.031 -0.251 -0.022 0.002
H 2.1517 2.2550 3.3408 0.013 0.261 -0.018 0.000
H -0.6229 0.4525 -6.8408 -0.044 -0.111 0.535 0.000
C -3.1606 3.5818 3.7614 -0.109 -0.427 -0.508 -0.002
H -3.2406 -0.7867 -2.0577 -0.080 0.103 0.270 0.000
C -0.5961 -2.5419 -2.2914 0.019 0.429 -0.434 0.026
H 0.7010 2.9101 6.7059 0.086 -0.096 -0.090 0.000
P 2.0500 0.2687 -0.7891 -1.228 -0.751 0.301 0.033
H -2.8739 0.1695 -0.5729 0.121 -0.233 -0.201 0.000
H -2.1922 -1.5766 1.8511 0.249 0.083 0.196 0.000
C -1.2471 4.4047 4.9722 0.578 0.223 0.253 -0.005
H -1.1924 1.2006 -2.4936 0.232 -0.069 0.040 0.000
H 2.0376 -1.9775 -4.2224 0.091 0.324 -0.191 0.000
C -1.3992 -1.4945 -4.9867 -1.013 0.766 -0.697 0.000
C 2.6458 1.3663 0.5177 0.312 0.124 -0.041 0.000
C -3.5797 2.6302 0.8052 0.198 0.072 -0.034 0.007
H 1.4886 -2.6328 -6.4540 -0.087 0.254 0.145 0.000
C -2.9927 1.8197 1.9655 0.294 0.149 0.182 0.012
C -0.5750 -2.2986 -5.9450 0.350 -0.328 -0.092 0.000
C 2.1001 3.3264 3.5638 0.105 0.036 -0.124 0.002
H 1.0767 1.6195 5.5470 0.038 0.044 0.078 0.000
H 3.0947 3.6570 3.8886 -0.201 -0.059 -0.030 0.000
H -4.3841 3.2846 1.1599 0.111 -0.107 -0.162 0.000
H 3.1377 -0.8674 -2.6392 0.105 0.181 0.269 0.001
H 0.9142 -1.0516 -6.9233 0.114 -0.182 0.612 0.000
H -1.0573 -2.2900 -6.9378 0.071 -0.103 0.325 0.000
C -2.3628 2.7384 3.0158 -0.679 -0.059 -0.234 0.149
H -1.4817 -3.1805 -2.2122 0.252 -0.025 0.023 -0.001
H -0.0297 0.1221 -3.2587 -0.042 0.239 0.164 0.001
C -0.1079 -2.1285 1.8401 -0.258 -1.054 1.322 0.012
C -2.6175 4.4295 4.7288 -0.247 0.050 0.058 0.218
H -3.6514 0.3478 3.4304 -0.135 0.099 -0.098 0.000
C 1.6131 0.0793 -4.6189 0.603 -1.002 -0.725 0.000
H 3.1860 2.2084 0.0621 -0.137 -0.132 0.156 -0.001
O -0.1827 1.9765 2.5101 -0.583 0.507 0.524 0.322
H 1.3723 1.8555 -2.4998 -0.286 -0.014 0.193 0.000
H 3.9802 -1.6185 1.4996 -0.036 -0.223 -0.070 0.002
H 2.4421 0.4652 -4.0206 -0.628 -0.199 0.363 0.000
H -0.8154 5.0415 5.7540 -0.271 -0.201 -0.313 -0.003
H 1.7924 1.7441 1.0986 0.185 -0.127 -0.131 0.000
H 0.8115 2.0544 -4.7513 0.128 -0.350 -0.171 0.000
H 2.7297 -0.4010 2.9213 -0.155 -0.028 -0.026 0.000
H 2.3722 2.6650 6.1667 -0.136 0.036 -0.091 0.001
H 0.9954 -5.2455 -0.6366 0.146 -0.014 0.088 0.000
C -0.3351 0.5436 -2.2994 -0.472 -0.108 -0.608 0.005
H 2.0931 -5.6586 0.6947 -0.139 0.296 -0.142 0.003
H 1.5318 -0.9815 4.0716 -0.047 -0.249 -0.557 0.002
H 3.9971 -3.2249 2.2399 -0.163 0.132 -0.214 0.006
H -1.1037 -4.8162 -0.1082 -0.132 0.112 0.196 0.001
H -1.1699 1.7355 -5.7873 0.217 -0.335 -0.118 0.000
H -4.2367 3.5746 3.5784 0.273 0.103 0.138 -0.003
H 3.9998 -3.0802 0.4767 0.050 0.099 0.139 0.002
H -3.9884 1.9618 0.0349 -0.042 0.175 0.161 0.001
Re 0.7948 -1.7788 -0.0381 -0.546 3.667 -4.832 1.559
H -2.2106 -2.0452 -4.4886 0.394 0.299 0.040 0.000
H -0.5508 -3.3521 -5.6243 -0.092 0.262 -0.073 0.000
H 0.4606 2.0666 -0.9848 0.193 -0.137 -0.069 0.000
C 1.2784 -3.6701 0.7962 0.219 -0.666 0.967 0.038
C 2.1109 -2.6585 1.3808 0.714 -0.622 1.583 0.081
C -0.0867 -3.3538 1.0935 -1.053 -0.967 1.143 0.054
C 0.8284 1.3234 -1.7049 0.340 -0.069 0.332 0.001
H 3.3286 0.8320 1.1885 -0.122 0.158 -0.185 0.000
H -3.2718 5.0942 5.2915 0.208 -0.159 -0.097 0.011
H 4.1584 -0.7856 -1.1845 -0.101 0.184 -0.097 0.001
H 0.2654 -3.1033 -1.8678 0.088 -0.003 0.243 0.012
H 1.3971 1.4099 -6.2793 -0.119 0.007 0.344 0.000
P -0.9569 -0.9546 -1.4368 1.649 0.732 1.251 0.031
C 1.4986 -1.2506 -4.8423 0.772 1.153 -0.238 0.000
C -0.9218 2.7318 3.2187 0.317 -0.499 -0.386 0.104
H -1.5775 -4.8236 1.6030 0.174 0.212 -0.279 0.004
C 0.8453 1.1345 -5.3622 -0.064 0.279 -0.336 0.000
H 1.0641 0.2475 2.9007 0.317 -0.236 0.034 0.001
C -0.3873 3.5969 4.2601 0.561 -0.053 0.347 0.153
```
Forces are in eV/Å.

Calculated values
<S²>   3.802
Energy above the lowest of the compared OMol25 structures with the same formula, charge and spin   34.4 kJ/mol
HOMO (alpha / beta)   -12.78 / -13.51 eV
Net charge   +2
Spin multiplicity   4

no.,E (Ha)
1,-609.5021
2,-2465.7595
3,-2243.3439